# 1
Entry from the Open Molecules 2025 dataset: 3 unconnected molecules or ions with the total composition C2H10O2S (wB97M-V/def2-TZVPD).

The geometry in XYZ format:
```
15
Properties=species:S:1:pos:R:3
S -0.24 1.12 -0.70
O -0.54 -2.38 0.66
O 0.60 -1.87 -2.02
C -0.23 1.52 2.08
C 0.59 0.96 0.94
H 0.55 -0.92 -1.82
H -0.36 2.59 2.00
H 1.52 1.50 0.81
H 0.02 -2.60 -0.11
H 1.17 -1.98 -2.79
H 0.84 -0.08 1.08
H 0.29 1.33 3.02
H -1.19 1.03 2.12
H -1.49 1.01 -0.24
H -0.76 -1.46 0.49
```

Calculated values
SMILES: CCS.O.O
Total charge: 0
HOMO-LUMO gap: 10.368 eV

These are the Löwdin partial charges, in e, on atoms 1 to 2: S 0.73; O -0.08

=====

# 2
Entry from the Open Molecules 2025 dataset: 3 unconnected molecules or ions with the total composition C2H10O2S (wB97M-V/def2-TZVPD).

The geometry in XYZ format:
```
15
Properties=species:S:1:pos:R:3
S 1.85 0.56 -0.52
O -1.44 -1.70 1.15
O 0.45 0.54 2.49
C -0.63 -0.05 -1.67
C 0.21 1.07 -1.08
H -0.22 1.58 -0.22
H 1.30 0.07 2.37
H -1.12 -2.50 1.56
H -0.15 -0.44 -2.57
H -0.83 -1.08 1.57
H -0.84 -0.88 -0.99
H 1.88 -0.57 -1.24
H -1.59 0.34 -1.98
H 0.70 1.30 3.03
H 0.44 1.76 -1.91
```

Calculated values
Multiplicity: 2
Expectation value of S²: 0.753
Total charge: +1
HOMO-LUMO gap (alpha / beta): 10.778 / 5.698 eV

These are the Löwdin partial charges, in e, on atoms 1 to 2: S 1.14; O -0.04

=====

# 3
Entry from the Open Molecules 2025 dataset: 4 unconnected molecules or ions with the total composition C2H10O2S2 (wB97M-V/def2-TZVPD).

The geometry in XYZ format:
```
16
Properties=species:S:1:pos:R:3
S 2.09 1.02 -0.55
S -1.39 -0.27 1.25
O -1.20 -2.65 -0.99
O -1.30 1.54 -1.19
C 1.45 -0.63 -0.67
C -0.08 0.72 1.92
H 1.53 -1.32 0.18
H 0.52 0.04 2.56
H -0.47 1.52 2.54
H 0.38 -0.50 -0.98
H -1.19 -2.47 -0.04
H 0.59 1.08 1.11
H 1.94 -1.04 -1.58
H -1.81 -3.39 -1.06
H -1.61 0.80 -0.67
H -0.37 1.49 -0.91
```

Calculated values
Total charge: 0
HOMO-LUMO gap: 4.864 eV

These are the Löwdin partial charges, in e, on atoms 1 to 2: S 0.68; S 0.68

=====

# 4
Entry from the Open Molecules 2025 dataset: 4 unconnected molecules or ions with the total composition C2H10O2S2 (wB97M-V/def2-TZVPD).

The geometry in XYZ format:
```
16
Properties=species:S:1:pos:R:3
S -1.55 1.74 0.01
S 1.30 -0.96 2.23
O -0.25 -2.36 0.11
O -1.78 -0.31 -2.26
C 0.90 0.84 -0.63
C 0.15 1.65 0.43
H 1.86 -1.24 3.41
H -1.57 0.23 -1.49
H 0.54 1.10 -1.62
H 0.23 1.15 1.47
H 0.72 -0.21 -0.42
H -2.68 -0.18 -2.55
H 1.99 0.83 -0.59
H 0.50 2.69 0.52
H 0.10 -1.78 0.80
H -0.45 -3.18 0.57
```

Calculated values
Total charge: 0
HOMO-LUMO gap: 4.055 eV

These are the Löwdin partial charges, in e, on atoms 1 to 2: S 0.86; S 0.50

=====

Respective ΔE to the lowest compared entry with this formula, charge and spin values: 0.0; 3.0; 108.1; 129.2 kcal per mole.
Respective total energy values: -17166.4936; -17157.2917; -27997.4310; -27996.5175 eV.